Record 1
{
  "formula": "C38H99F2N6O22S2",
  "method": "wB97M-V/def2-TZVPD",
  "symbols": ["N", "S", "O", "O", "F", "S", "O", "O", "F", "C", "O", "C", "C", "N", "C", "C", "O", "C", "H", "H", "H", "H", "H", "H", "H", "H", "H", "H", "H", "H", "H", "H", "H", "C", "O", "C", "C", "N", "C", "C", "O", "C", "H", "H", "H", "H", "H", "H", "H", "H", "H", "H", "H", "H", "H", "H", "H", "C", "O", "C", "C", "N", "C", "C", "O", "C", "H", "H", "H", "H", "H", "H", "H", "H", "H", "H", "H", "H", "H", "H", "H", "C", "O", "C", "C", "N", "C", "C", "O", "C", "H", "H", "H", "H", "H", "H", "H", "H", "H", "H", "H", "H", "H", "H", "H", "C", "O", "C", "C", "N", "C", "C", "O", "C", "H", "H", "H", "H", "H", "H", "H", "H", "H", "H", "H", "H", "H", "H", "H", "C", "C", "O", "O", "H", "H", "H", "H", "H", "H", "C", "C", "O", "O", "H", "H", "H", "H", "H", "H", "C", "C", "O", "O", "H", "H", "H", "H", "H", "H", "C", "C", "O", "O", "H", "H", "H", "H", "H", "H"],
  "coordinates": [[-14.70128, -21.33557, 0.26910], [-15.51676, -20.07560, 0.04271], [-16.13289, -20.02515, -1.29085], [-15.13447, -18.88358, 0.78138], [-16.78347, -20.52848, 0.87794], [-13.27383, -20.75956, -0.47105], [-12.44297, -19.88751, 0.35099], [-13.36983, -20.39512, -1.89580], [-12.50373, -22.17163, -0.55292], [-14.98219, -16.53535, -2.19931], [-14.21806, -17.34368, -3.01981], [-14.39293, -17.18775, -4.44101], [-13.26176, -17.80062, -5.23416], [-13.33364, -19.24309, -4.91620], [-12.41772, -20.02413, -5.87348], [-12.11684, -21.46218, -5.22263], [-13.15932, -22.23078, -4.60280], [-12.64681, -23.42182, -3.98177], [-14.66442, -15.50246, -2.34162], [-14.87184, -16.75964, -1.13835], [-16.05613, -16.46862, -2.37345], [-14.52613, -16.11321, -4.56643], [-15.32077, -17.68227, -4.72854], [-12.28188, -17.41475, -4.95307], [-13.46339, -17.61518, -6.28918], [-12.94036, -19.29857, -3.98758], [-11.47448, -19.50170, -6.03302], [-12.87889, -20.15731, -6.85209], [-11.28301, -21.35402, -4.52901], [-11.74634, -22.12255, -6.00670], [-12.07803, -24.00278, -4.70777], [-13.50743, -23.97891, -3.61155], [-12.17449, -23.06687, -3.06579], [-11.29099, -19.21186, 6.98118], [-10.68676, -18.85430, 5.76465], [-9.31401, -18.54069, 5.77946], [-8.70726, -18.45410, 4.35848], [-9.17643, -19.58047, 3.49589], [-8.64340, -20.87874, 3.88837], [-9.08628, -22.12301, 3.02258], [-10.45353, -22.18381, 3.38893], [-11.16313, -23.24690, 2.83085], [-10.93164, -20.19219, 7.29414], [-12.36596, -19.14095, 6.81531], [-11.10559, -18.46212, 7.75034], [-8.67097, -19.26568, 6.27846], [-9.15761, -17.67693, 6.42564], [-7.61857, -18.45813, 4.41156], [-8.94002, -17.45471, 3.99085], [-9.01125, -19.29044, 2.54264], [-8.77001, -21.14120, 4.93870], [-7.57586, -20.69541, 3.76650], [-8.46369, -22.96017, 3.33825], [-8.89178, -22.01317, 1.95571], [-12.12304, -23.34711, 3.33745], [-10.59703, -24.16370, 2.99549], [-11.33755, -23.12394, 1.76194], [-9.64540, -16.00598, -7.41412], [-9.37561, -17.35885, -6.82608], [-8.34159, -17.34693, -5.82165], [-8.07535, -18.80045, -5.38115], [-7.18078, -18.78339, -4.20222], [-6.95841, -20.17552, -3.74714], [-8.20716, -21.01731, -3.27400], [-8.82777, -20.52208, -1.97601], [-9.80245, -21.47995, -1.56505], [-10.03310, -15.26228, -6.71792], [-10.34312, -16.09613, -8.24666], [-8.77291, -15.57814, -7.90788], [-8.41586, -16.64323, -4.99256], [-7.42927, -17.05280, -6.34055], [-7.64733, -19.33560, -6.22879], [-9.05896, -19.22693, -5.18439], [-6.27424, -18.55296, -4.58326], [-6.26464, -20.08756, -2.91105], [-6.44266, -20.78025, -4.49307], [-7.71657, -21.98447, -3.16430], [-8.88925, -21.19194, -4.10607], [-9.38937, -22.46809, -1.36243], [-10.61949, -21.40464, -2.28261], [-10.12277, -21.27559, -0.54342], [-16.94238, -18.72344, 3.65857], [-17.44326, -19.16438, 4.81804], [-18.06278, -20.49895, 4.81342], [-18.64432, -20.84315, 6.18868], [-19.83462, -20.06529, 6.68556], [-19.71343, -18.57252, 6.82141], [-18.50752, -18.19665, 7.66838], [-18.50070, -18.89334, 8.91682], [-17.69084, -18.28513, 9.96998], [-17.64526, -18.58055, 2.83780], [-16.20448, -19.42040, 3.26127], [-16.35650, -17.82231, 3.83968], [-17.30945, -21.24023, 4.54679], [-18.88507, -20.57513, 4.10199], [-17.79340, -20.69633, 6.85387], [-18.89639, -21.90338, 6.16739], [-20.05298, -20.44099, 7.59730], [-20.58048, -18.24041, 7.39240], [-19.82189, -18.12162, 5.83500], [-18.54866, -17.11048, 7.74988], [-17.53665, -18.33817, 7.19353], [-16.62214, -18.36522, 9.77107], [-17.93646, -18.71399, 10.94149], [-17.89176, -17.21548, 10.02990], [-18.46735, -18.21618, -3.35753], [-18.53015, -17.12343, -2.42015], [-19.06552, -17.62576, -1.19779], [-18.68940, -16.69433, 0.01697], [-17.32137, -16.96889, 0.42428], [-16.92484, -15.98094, 1.41831], [-16.49134, -14.56196, 0.85022], [-15.30684, -14.69067, 0.08732], [-14.90995, -13.45712, -0.44071], [-17.86261, -19.08351, -3.09272], [-17.98721, -17.84249, -4.26191], [-19.40730, -18.45614, -3.85455], [-18.80650, -18.65444, -0.94713], [-20.14380, -17.66904, -1.35125], [-19.40164, -17.03673, 0.76768], [-18.91584, -15.68225, -0.31847], [-16.71408, -16.85225, -0.37428], [-16.07945, -16.45951, 1.91268], [-17.75565, -15.83621, 2.10888], [-16.33365, -13.94842, 1.73724], [-17.40192, -14.08183, 0.49188], [-15.59213, -13.09700, -1.21081], [-13.91554, -13.53772, -0.87974], [-14.84089, -12.72049, 0.35973], [-14.54884, -22.11159, 5.36521], [-14.79903, -22.48352, 3.88753], [-14.41722, -21.45378, 3.01299], [-13.23601, -21.80226, 5.70757], [-14.86354, -22.90318, 6.04525], [-15.26779, -21.31396, 5.55230], [-15.84240, -22.76434, 3.74395], [-14.22631, -23.36572, 3.60151], [-14.57498, -21.82854, 2.14336], [-12.63536, -22.54861, 5.76924], [-12.41025, -15.55858, 0.78831], [-11.98586, -16.70112, 1.59076], [-11.54510, -16.61248, 2.95372], [-11.20271, -14.83788, 0.63645], [-13.02911, -14.95329, 1.45068], [-12.99028, -15.86007, -0.08391], [-11.22946, -17.27621, 1.05666], [-12.83321, -17.38413, 1.65074], [-10.66286, -16.24068, 2.88278], [-10.98685, -14.45083, 1.48803], [-11.01421, -17.89639, -1.93427], [-9.76704, -16.91706, -2.04068], [-8.54003, -17.63510, -1.73219], [-10.84648, -18.94314, -2.86254], [-11.84966, -17.23301, -2.15802], [-11.12586, -18.31199, -0.93282], [-9.94124, -16.12775, -1.30943], [-9.77830, -16.58289, -3.07813], [-8.29824, -18.13409, -2.51586], [-9.99762, -19.35579, -2.68721], [-16.15480, -24.25084, -1.16215], [-14.80358, -24.80811, -0.64091], [-14.62831, -24.23657, 0.70967], [-16.00122, -22.90750, -1.57649], [-16.93915, -24.28397, -0.40598], [-16.49080, -24.90218, -1.96899], [-13.91662, -24.52559, -1.20800], [-14.91602, -25.87946, -0.47463], [-14.37680, -23.31033, 0.68891], [-15.43429, -22.48169, -0.92929]],
  "e_above_lowest_ev": 4.837,
  "homo_ev": -6.1,
  "e_lumo_ha": 0.0801,
  "energy_ev": -122090.081,
  "total_charge": -1
}


Record 2
{
  "formula": "C22H21N5O3S3",
  "method": "wB97M-V/def2-TZVPD",
  "symbols": ["C", "C", "O", "C", "C", "C", "C", "C", "C", "N", "C", "N", "N", "C", "S", "C", "C", "O", "N", "C", "N", "C", "C", "S", "H", "C", "C", "C", "C", "C", "C", "H", "H", "O", "C", "H", "H", "H", "H", "H", "H", "H", "H", "S", "H", "H", "H", "H", "H", "H", "H", "H", "H", "H"],
  "coordinates": [[-4.62705, -1.04149, 2.12836], [-4.17602, -2.23615, 1.29517], [-3.00163, -1.97801, 0.55051], [-3.05220, -1.17019, -0.55333], [-4.19910, -0.66492, -1.14112], [-4.11059, 0.12851, -2.27740], [-2.88048, 0.42100, -2.83389], [-1.72220, -0.08327, -2.26443], [-1.79941, -0.87660, -1.13158], [-0.68958, -1.43078, -0.50248], [0.59368, -1.39679, -0.88721], [1.09461, -0.81634, -1.92927], [2.40396, -0.96454, -2.05438], [2.95607, -1.65688, -1.13015], [4.62965, -2.10910, -1.14759], [5.03447, -2.08103, 0.64978], [6.32842, -1.32578, 0.81985], [7.36013, -1.83347, 1.18298], [6.29343, 0.00803, 0.48579], [5.21844, 0.78178, 0.13348], [3.99872, 0.59757, 0.48563], [3.15836, 1.54130, -0.03471], [3.78434, 2.48147, -0.80245], [5.47555, 2.18792, -0.89559], [3.36296, 3.33107, -1.29731], [1.74058, 1.50232, 0.29087], [0.79616, 2.15903, -0.49161], [-0.54230, 2.15097, -0.15080], [-0.96858, 1.47339, 0.98706], [-0.03042, 0.78320, 1.75724], [1.30270, 0.80054, 1.41544], [2.02717, 0.28129, 2.02399], [-0.37306, 0.24960, 2.63024], [-2.25596, 1.42647, 1.42655], [-3.21126, 2.23088, 0.77640], [-4.12775, 2.12657, 1.35523], [-3.38841, 1.89553, -0.25010], [-2.90843, 3.28254, 0.77190], [-1.24616, 2.66665, -0.78382], [1.10583, 2.67184, -1.38836], [7.20241, 0.45369, 0.44268], [5.16230, -3.10549, 0.99538], [4.21959, -1.57871, 1.16518], [1.80609, -2.24392, 0.09157], [-0.91208, -1.93768, 0.34377], [-0.75266, 0.12329, -2.68545], [-2.81610, 1.03946, -3.71558], [-5.01604, 0.51415, -2.72121], [-5.17210, -0.88520, -0.73196], [-4.98099, -2.58451, 0.63645], [-3.89112, -3.06165, 1.95395], [-5.40799, -1.35206, 2.81695], [-3.78545, -0.64954, 2.69382], [-5.01048, -0.24600, 1.49562]],
  "e_above_lowest_ev": 0.822,
  "homo_ev": -7.6,
  "smiles": "CCOc1ccccc1Nc1nnc(SCC(=O)Nc2nc(-c3ccc(OC)cc3)cs2)s1",
  "e_lumo_ha": 0.0164,
  "energy_ev": -69253.402
}


Record 3
{
  "formula": "C25H35Cl10N3",
  "method": "wB97M-V/def2-TZVPD",
  "symbols": ["Cl", "C", "C", "Cl", "H", "H", "H", "H", "Cl", "C", "C", "Cl", "H", "H", "H", "H", "Cl", "C", "C", "Cl", "H", "H", "H", "H", "Cl", "C", "C", "Cl", "H", "H", "H", "H", "Cl", "C", "C", "Cl", "H", "H", "H", "H", "N", "C", "C", "C", "C", "C", "H", "H", "H", "H", "H", "N", "C", "C", "C", "C", "C", "H", "H", "H", "H", "H", "N", "C", "C", "C", "C", "C", "H", "H", "H", "H", "H"],
  "coordinates": [[7.87718, -15.27066, 14.68948], [9.31021, -14.47870, 14.07216], [10.21536, -15.45501, 13.45396], [9.91768, -16.07932, 11.76992], [9.82011, -14.01217, 14.91504], [8.91105, -13.77119, 13.34538], [10.13744, -16.37977, 14.02566], [11.23884, -15.08009, 13.45687], [8.34006, -6.20411, 17.51181], [8.77248, -5.09390, 16.14794], [8.85706, -5.88601, 14.86857], [7.39760, -6.87650, 14.36754], [9.77891, -4.70307, 16.29782], [8.10309, -4.23608, 16.08351], [9.53827, -6.71877, 15.04337], [9.11578, -5.35475, 13.95264], [6.57476, -9.83636, 11.64206], [7.74047, -10.38111, 10.36302], [7.69899, -11.98396, 10.36442], [8.71619, -12.52369, 9.12195], [8.77040, -10.07176, 10.54093], [7.30896, -9.98136, 9.44536], [6.66941, -12.31761, 10.23509], [8.08404, -12.48633, 11.25181], [8.70170, -11.54302, 16.46591], [9.09246, -10.07877, 15.50405], [8.71449, -10.22893, 14.04818], [9.94291, -11.11385, 12.99296], [10.15868, -9.87869, 15.61008], [8.54549, -9.22978, 15.91412], [8.53767, -9.24302, 13.61826], [7.76193, -10.75734, 14.00930], [9.51783, -8.01428, 19.82400], [8.42238, -9.45957, 19.31888], [7.82348, -10.27329, 20.48287], [6.55956, -9.23864, 21.20247], [9.08564, -10.10226, 18.73998], [7.74633, -9.06278, 18.56150], [8.58019, -10.39689, 21.25761], [7.35911, -11.18555, 20.10839], [5.09882, -12.82039, 19.21748], [3.77777, -13.05507, 19.43640], [2.97277, -13.72048, 18.48560], [3.58580, -14.16869, 17.34352], [4.95465, -13.97959, 17.07803], [5.70623, -13.35428, 18.08208], [3.21252, -12.75793, 20.30738], [1.89726, -13.75498, 18.57778], [2.92231, -14.47405, 16.54795], [5.30131, -14.23721, 16.08816], [6.72403, -13.00513, 17.98949], [12.83498, -13.16558, 14.67165], [12.71290, -11.96663, 15.33661], [13.22975, -10.80842, 14.72431], [13.96716, -10.90846, 13.55623], [14.09054, -12.11616, 12.88705], [13.48945, -13.24634, 13.45998], [12.16770, -11.99151, 16.26856], [13.15212, -9.92609, 15.34227], [14.51723, -10.02591, 13.26479], [14.72217, -12.23272, 12.01881], [13.55751, -14.22695, 13.01257], [11.68341, -7.41501, 13.64438], [11.87323, -8.09973, 12.51821], [12.56057, -7.57954, 11.41441], [12.93149, -6.26409, 11.47188], [12.75035, -5.47104, 12.68356], [12.17140, -6.15144, 13.74936], [11.34415, -9.02482, 12.34303], [12.64616, -8.26508, 10.58428], [13.41541, -5.88510, 10.58385], [13.01559, -4.43006, 12.79497], [12.03191, -5.56850, 14.64776]],
  "spin_multiplicity": 2,
  "homo_ev": [-0.3, -4.9],
  "s_squared": 0.761,
  "e_lumo_ha": [0.0796, 0.0796],
  "energy_ev": -156186.102,
  "total_charge": -1
}


Record 4
{
  "formula": "CH4O2P2",
  "method": "wB97M-V/def2-TZVPD",
  "symbols": ["C", "O", "O", "P", "P", "H", "H", "H", "H"],
  "coordinates": [[-1.25935, -0.79774, 0.32081], [2.64710, 0.75040, 0.21045], [1.39470, -1.47382, -0.43599], [1.45493, -0.06716, -0.11135], [-0.55931, 0.68456, -0.16280], [-0.69407, -1.61756, 0.00069], [-2.36478, -0.93615, 0.30852], [-0.32828, 1.59466, 0.93311], [-0.29094, 1.86281, -1.06345]],
  "e_above_lowest_ev": 3.376,
  "homo_ev": -8.9,
  "smiles": "C=[PH2]P(=O)=O",
  "e_lumo_ha": -0.0176,
  "energy_ev": -23771.784
}